Record 1
This record from the Open Molecules 2025 dataset describes an isolated ion of composition C8H23N4O2 and charge +1. The level of theory is the ωB97M-V functional and the def2-TZVPD basis.

orbital gap = 10.04 eV
LUMO = -2.4162 eV
relative energy (zero: lowest compared OMol25 entry of this formula, charge and spin) = 63.1 kcal per mole
charge = +1

```
37
Properties=species:S:1:pos:R:3:forces:R:3:lowdin_charge:R:1
C 0.110 -3.011 0.359 -1.1 -2.5 -1.3 -0.06
C -1.296 -2.373 0.015 4.2 -1.9 0.4 -0.17
N -1.189 -0.995 -0.355 -1.4 1.3 -3.3 -0.03
N -0.674 -0.035 0.498 1.4 0.5 1.0 -0.04
C -1.752 0.708 1.038 1.7 1.8 2.9 -0.26
O -2.635 1.042 0.011 0.2 -0.8 0.4 -0.22
C -3.754 1.822 0.281 -2.4 0.4 1.8 -0.11
C 0.578 0.866 -0.297 -2.8 0.6 1.8 -0.58
N -0.054 1.883 -0.998 1.0 -2.7 -0.7 0.21
N 1.086 -0.131 -1.089 1.6 -2.0 -1.6 -0.03
C 1.565 0.180 -2.443 -0.9 0.6 -2.1 -0.07
O 1.284 1.374 0.717 -0.2 1.7 -0.9 -0.05
C 2.094 0.593 1.546 -1.1 -0.7 1.1 -0.22
C 3.588 0.569 1.142 -1.7 -1.2 -0.4 -0.04
H 0.591 -3.301 -0.636 0.0 1.0 1.4 0.09
H 0.768 -2.575 1.127 -0.4 0.1 -0.6 0.06
H -0.176 -4.069 0.694 0.5 1.4 0.0 0.10
H -1.954 -2.670 0.764 -1.4 0.7 1.5 0.11
H -1.586 -2.925 -0.840 -0.6 -0.3 -1.1 0.12
H -0.484 -0.765 -1.159 -0.3 -1.7 0.5 0.17
H -2.131 -0.764 -0.781 1.0 0.7 0.8 0.20
H -2.092 0.080 1.867 -1.4 -0.1 -0.3 0.13
H -1.262 1.576 1.727 -1.1 -1.2 -2.2 0.19
H -4.385 1.508 1.336 1.9 0.7 -2.9 0.16
H -4.465 1.664 -0.611 1.1 0.6 1.5 0.11
H -3.400 2.888 0.409 -0.8 -0.9 -0.2 0.10
H -0.008 1.700 -1.959 -0.5 0.8 -1.3 0.06
H -0.252 2.755 -0.641 -0.2 1.8 0.9 0.10
H 1.673 -0.829 -0.590 -0.7 0.9 -0.4 0.14
H 2.428 -0.462 -2.763 -1.1 0.4 0.4 0.11
H 0.665 0.145 -3.269 2.2 -0.3 1.9 0.14
H 1.903 1.231 -2.476 0.2 -0.5 -0.1 0.09
H 1.813 1.113 2.514 1.4 -1.1 -0.6 0.15
H 1.570 -0.417 1.566 1.2 0.8 0.3 0.11
H 4.041 1.524 1.215 0.2 1.1 -0.4 0.07
H 4.033 0.030 1.948 0.7 -0.9 0.3 0.07
H 3.757 0.069 0.134 -0.1 0.7 1.4 0.10
```
Positions in Å, forces in eV/Å.

Record 2
This record from the Open Molecules 2025 dataset describes C3H10N2 in the gas phase. The level of theory is the ωB97M-V functional and the def2-TZVPD basis.

orbital gap = 10.23 eV
LUMO = 1.1707 eV
relative energy (zero: lowest compared OMol25 entry of this formula, charge and spin) = 12.7 kcal per mole

```
15
Properties=species:S:1:pos:R:3:forces:R:3:lowdin_charge:R:1
C -1.423 0.574 0.654 -1.2 -0.7 0.6 -0.10
C -0.219 -0.291 0.339 0.4 1.3 -0.3 -0.46
N -0.566 -1.484 -0.412 0.2 -0.5 0.5 0.03
C 0.831 0.581 -0.454 -1.5 -0.8 -0.5 -0.27
N 2.219 0.217 -0.296 0.0 -0.2 -0.2 0.00
H -1.194 1.376 1.353 0.2 0.4 -0.4 0.07
H -2.204 0.033 1.216 0.3 -0.3 -0.2 0.08
H -1.948 0.883 -0.252 0.3 0.5 0.0 0.08
H 0.258 -0.490 1.308 0.0 -0.6 -0.1 0.12
H -0.186 -1.465 -1.334 0.4 0.0 -0.5 0.05
H -1.552 -1.634 -0.531 -0.4 0.1 0.3 0.06
H 0.628 0.413 -1.526 -0.2 0.1 0.2 0.11
H 0.499 1.607 -0.296 1.1 0.3 0.3 0.10
H 2.217 -0.799 -0.351 0.5 0.2 0.1 0.07
H 2.641 0.478 0.579 -0.1 0.1 0.3 0.06
```
Positions in Å, forces in eV/Å.

Record 3
This record from the Open Molecules 2025 dataset describes a 13-piece molecular cluster, C52H86F18O33 overall. The level of theory is the ωB97M-V functional and the def2-TZVPD basis.

orbital gap = 10.54 eV
LUMO = 0.0083 eV
relative energy (zero: lowest compared OMol25 entry of this formula, charge and spin) = 160.0 kcal per mole

```
189
Properties=species:S:1:pos:R:3:forces:R:3:lowdin_charge:R:1
C 6.430 10.839 -8.555 1.3 0.4 0.8 -0.06
C 6.442 9.701 -7.587 -1.7 -2.2 -0.2 -0.24
O 5.779 10.056 -6.364 0.3 -0.3 1.6 0.03
C 5.305 9.200 -5.420 -2.6 -0.6 0.3 -0.48
O 4.592 9.583 -4.490 2.3 -0.8 -2.1 0.10
O 5.491 7.852 -5.744 0.7 1.9 -0.7 -0.05
C 4.710 6.839 -5.141 0.4 -0.6 1.4 -0.06
H 5.605 11.533 -8.390 -0.2 -0.4 -0.3 0.09
H 6.473 10.343 -9.524 -0.1 0.7 -0.2 0.08
H 7.342 11.405 -8.365 0.0 0.3 -0.5 0.08
H 7.383 9.164 -7.473 0.3 0.7 0.5 0.13
H 5.831 8.928 -8.053 -0.3 -0.2 0.2 0.11
H 5.307 5.937 -5.000 0.5 0.1 -0.6 0.09
H 3.860 6.520 -5.745 -0.2 0.6 0.1 0.10
H 4.516 7.078 -4.096 -0.8 0.4 -0.2 0.09
C 8.100 0.596 -7.993 -0.6 -0.1 1.4 -0.06
C 8.341 1.556 -9.100 1.2 0.4 -0.6 -0.24
O 7.322 1.385 -10.036 -1.4 -1.3 -1.5 0.03
C 6.858 2.385 -10.753 0.4 3.9 2.9 -0.59
O 6.878 3.558 -10.307 -0.2 -2.4 -2.0 0.07
O 6.356 1.947 -11.866 -0.2 -0.4 -1.1 0.02
C 5.903 2.856 -12.886 -0.1 -0.1 0.2 -0.01
H 7.082 0.690 -7.613 -0.2 0.3 -0.1 0.08
H 8.712 0.854 -7.129 0.3 -0.3 -0.1 0.08
H 8.169 -0.461 -8.247 0.5 0.2 -0.2 0.08
H 9.230 1.312 -9.681 0.5 -0.2 0.4 0.13
H 8.456 2.608 -8.840 -0.4 -0.1 0.4 0.13
H 5.818 2.222 -13.769 -0.1 0.2 0.1 0.09
H 6.606 3.664 -13.090 0.1 -0.1 0.3 0.10
H 4.938 3.272 -12.598 0.1 0.0 -0.1 0.10
C 4.688 3.379 13.972 -1.7 0.5 -0.3 -0.08
C 6.034 3.824 13.562 1.1 -0.6 1.9 -0.24
O 6.255 4.518 12.358 0.3 1.6 0.8 0.08
C 5.916 4.104 11.184 -1.7 -2.8 -2.6 -0.59
O 5.486 2.986 10.871 0.8 1.7 0.9 0.09
O 6.067 5.084 10.288 0.5 0.8 0.7 -0.01
C 5.856 4.828 8.897 0.1 -0.6 0.4 -0.03
H 4.017 4.223 14.130 -0.2 0.4 -0.9 0.08
H 4.699 3.124 15.032 0.5 -1.1 -0.2 0.09
H 4.241 2.673 13.272 -0.1 -0.2 0.5 0.08
H 6.752 3.015 13.693 0.1 -0.2 -0.6 0.13
H 6.281 4.491 14.388 0.6 0.6 -0.6 0.12
H 6.085 5.754 8.371 -0.3 0.0 0.2 0.09
H 4.832 4.484 8.754 0.1 0.1 -0.2 0.10
H 6.565 4.069 8.566 -0.2 -0.1 -0.1 0.09
C -0.178 -6.299 1.766 -0.4 -1.3 -0.8 -0.06
C 1.304 -6.746 1.717 -1.6 1.5 -0.3 -0.22
O 1.944 -5.991 2.695 1.1 -0.6 3.5 -0.02
C 2.098 -6.501 3.998 1.1 -1.5 -0.6 -0.48
O 1.839 -7.624 4.473 0.3 3.4 -1.8 0.09
O 2.819 -5.532 4.581 -0.2 0.5 -0.1 -0.03
C 3.527 -5.783 5.799 -0.6 -0.6 0.0 -0.03
H -0.405 -5.251 1.568 0.9 0.2 0.2 0.07
H -0.702 -6.564 2.684 0.2 -0.2 0.0 0.08
H -0.676 -6.774 0.920 -0.3 -0.4 0.1 0.07
H 1.690 -6.307 0.797 0.3 -0.5 -0.2 0.12
H 1.559 -7.801 1.815 -0.5 0.0 -0.1 0.13
H 2.821 -5.668 6.621 0.1 -0.5 0.1 0.10
H 4.313 -5.047 5.970 -0.2 0.1 -0.7 0.09
H 3.967 -6.774 5.688 -0.1 0.0 0.6 0.10
C -2.198 -14.626 0.050 -0.1 -1.4 -1.0 -0.07
C -1.191 -14.931 -1.034 0.6 0.9 -0.1 -0.20
O -0.792 -13.743 -1.788 -0.3 -0.6 0.4 0.02
C -1.577 -13.212 -2.714 0.4 0.3 -1.4 -0.56
O -2.687 -13.560 -3.074 1.5 0.7 0.6 0.11
O -0.762 -12.225 -3.260 -1.7 0.3 -1.4 -0.03
C -1.333 -11.378 -4.359 -0.4 0.2 1.8 -0.01
H -2.226 -15.576 0.584 0.0 0.2 0.7 0.08
H -3.162 -14.635 -0.457 -0.2 1.0 0.4 0.08
H -1.925 -13.783 0.685 -0.3 -0.1 -0.2 0.09
H -1.549 -15.722 -1.692 0.0 0.2 -0.2 0.13
H -0.237 -15.243 -0.608 0.0 0.0 -0.1 0.12
H -1.192 -11.712 -5.387 0.1 -0.6 0.4 0.09
H -0.914 -10.378 -4.256 0.7 -0.3 0.1 0.08
H -2.379 -11.179 -4.125 -0.2 -0.6 -0.3 0.08
C -7.025 1.194 12.746 0.4 -1.2 0.0 -0.05
C -5.844 0.295 13.265 0.4 0.5 -0.8 -0.17
O -4.946 0.172 12.135 1.4 -0.2 -0.3 -0.01
C -3.737 -0.441 12.252 -0.2 -1.9 4.8 -0.53
O -3.229 -0.934 13.322 -2.1 2.2 -4.0 0.05
O -3.242 -0.564 11.055 0.8 0.2 -1.5 0.03
C -2.139 -1.443 10.901 1.0 -1.7 0.4 -0.05
H -7.405 0.793 11.807 0.0 -0.7 0.1 0.07
H -6.809 2.207 12.406 0.6 0.1 0.9 0.07
H -7.849 1.145 13.458 0.1 0.3 0.1 0.07
H -6.117 -0.729 13.520 -0.6 0.1 0.0 0.12
H -5.245 0.643 14.107 -0.4 0.5 0.1 0.12
H -1.906 -1.764 9.885 -0.8 0.9 -0.4 0.09
H -2.362 -2.398 11.378 -0.1 0.1 0.4 0.10
H -1.179 -1.120 11.301 -0.4 0.6 0.3 0.10
C -7.626 -2.358 3.134 -0.1 1.1 -0.7 -0.05
C -8.252 -2.241 1.687 0.4 -2.3 1.5 -0.19
O -7.524 -1.394 0.808 0.2 1.1 0.3 0.03
C -8.160 -0.930 -0.258 0.3 0.7 -2.0 -0.50
O -9.304 -1.201 -0.569 1.7 0.9 0.1 0.11
O -7.207 -0.121 -0.986 -2.4 -2.3 1.6 -0.06
C -7.556 0.551 -2.222 1.1 0.4 0.7 -0.05
H -7.798 -3.336 3.585 -0.3 0.0 -0.3 0.07
H -8.020 -1.610 3.821 -0.2 0.0 -0.1 0.06
H -6.548 -2.198 3.156 0.1 -0.1 -0.4 0.07
H -9.331 -2.099 1.747 0.2 0.8 -0.3 0.12
H -8.145 -3.245 1.277 -0.1 -0.1 -0.2 0.12
H -6.852 0.212 -2.982 -0.2 -0.3 0.0 0.08
H -7.218 1.549 -1.946 -0.6 0.4 -0.6 0.09
H -8.577 0.503 -2.601 0.0 -0.2 0.6 0.09
C -9.494 -6.707 -6.618 0.6 -0.4 -0.2 -0.06
C -10.790 -6.034 -6.221 1.4 1.4 1.2 -0.28
O -11.797 -6.904 -6.499 -5.0 -2.2 -2.1 -0.03
C -13.153 -6.532 -6.317 3.9 2.3 1.3 -0.27
O -13.412 -5.407 -5.934 -0.5 -2.3 -1.0 0.16
C -14.099 -7.742 -6.466 -0.4 2.6 -1.3 -0.52
F -14.723 -7.579 -7.693 0.5 -0.8 1.2 0.12
F -13.432 -8.869 -6.430 -0.8 -0.4 0.3 0.21
F -15.036 -7.580 -5.518 0.4 -1.2 -0.4 0.17
H -9.581 -7.793 -6.602 0.0 0.0 0.3 0.08
H -8.614 -6.405 -6.050 -0.2 0.1 0.3 0.08
H -9.240 -6.464 -7.650 -0.2 0.1 -0.1 0.08
H -10.776 -5.083 -6.755 -0.9 0.1 0.0 0.13
H -11.007 -5.861 -5.167 1.3 0.7 0.4 0.13
C -1.071 -0.219 -12.459 1.3 -1.6 -1.5 -0.03
C -0.178 -1.487 -12.665 0.3 0.2 0.9 -0.20
O -1.030 -2.542 -13.065 -1.8 -1.4 -0.4 0.00
C -0.752 -3.804 -12.772 3.0 0.3 2.1 -0.33
O 0.243 -4.127 -12.104 -2.8 0.1 -2.0 0.12
C -1.861 -4.803 -13.255 0.8 -0.1 0.5 -0.53
F -2.370 -5.408 -12.185 -0.5 0.3 0.4 0.17
F -2.829 -4.146 -13.903 0.4 -0.7 -0.1 0.17
F -1.338 -5.814 -13.973 -0.2 1.0 -0.5 0.16
H -0.442 0.550 -12.011 -0.4 0.1 -0.1 0.08
H -1.998 -0.448 -11.933 0.4 0.0 0.3 0.08
H -1.320 -0.030 -13.503 -0.4 0.9 0.2 0.07
H 0.393 -1.763 -11.778 -0.2 -0.1 0.1 0.12
H 0.535 -1.489 -13.490 0.2 1.0 0.1 0.13
C 12.077 2.465 6.622 0.3 1.1 -1.6 -0.04
C 12.398 2.285 5.050 -0.3 0.2 2.8 -0.18
O 11.188 1.902 4.443 -2.1 -2.6 -1.6 -0.01
C 10.951 0.600 4.096 3.9 -0.8 1.9 -0.31
O 11.793 -0.309 4.201 -2.4 2.7 -0.3 0.12
C 9.531 0.220 3.667 1.6 0.7 -1.8 -0.51
F 9.776 -0.677 2.685 -1.1 -0.8 0.9 0.14
F 8.899 -0.268 4.746 -0.3 0.3 -1.4 0.18
F 8.883 1.204 2.998 -0.4 -0.3 1.6 0.15
H 12.999 2.744 7.132 0.0 -0.2 0.1 0.07
H 11.569 1.666 7.161 0.3 -0.4 -0.6 0.07
H 11.410 3.325 6.695 0.0 0.1 0.1 0.06
H 13.237 1.593 4.981 -0.3 -0.1 -0.7 0.12
H 12.534 3.246 4.554 0.8 0.0 0.5 0.12
C -0.249 10.690 0.870 -1.4 -2.1 -0.3 -0.05
C -1.682 10.034 0.864 1.7 0.8 0.4 -0.17
O -2.064 9.600 -0.462 -0.1 1.5 -1.2 0.01
C -1.546 8.577 -1.123 -0.9 -3.0 1.8 -0.35
O -1.200 7.558 -0.550 0.5 1.3 -1.2 0.14
C -1.732 8.564 -2.710 0.6 0.2 0.3 -0.52
F -0.885 9.430 -3.257 0.4 0.5 -0.1 0.16
F -1.436 7.360 -3.249 -0.6 0.7 0.9 0.15
F -2.959 8.933 -3.077 -0.1 -0.4 0.3 0.17
H 0.461 9.863 0.894 0.3 0.2 -0.1 0.07
H -0.185 11.226 1.817 0.3 0.5 -0.5 0.08
H -0.172 11.209 -0.085 0.3 0.6 0.5 0.08
H -2.316 10.875 1.145 -0.7 -0.6 -0.4 0.12
H -1.719 9.252 1.622 -0.3 -0.2 -0.4 0.12
C 0.233 0.135 1.170 -0.1 -1.2 -0.1 -0.06
C 1.155 -0.160 -0.007 0.5 0.3 1.0 -0.20
O 0.387 -0.597 -1.121 -1.6 0.6 0.0 0.04
C 0.925 -0.837 -2.279 3.0 -1.4 -0.8 -0.37
O 2.132 -0.891 -2.512 -2.4 0.4 0.2 0.13
C -0.130 -1.167 -3.412 1.3 0.0 2.6 -0.66
F -0.210 -0.077 -4.096 -1.0 2.3 -1.4 0.21
F 0.256 -2.096 -4.209 1.3 -1.9 -1.3 0.22
F -1.289 -1.560 -2.930 -1.2 0.3 0.6 0.19
H -0.290 -0.791 1.409 -0.3 0.0 0.0 0.08
H -0.515 0.906 0.985 0.3 0.1 0.0 0.08
H 0.835 0.316 2.060 0.0 0.5 -0.1 0.08
H 1.841 -0.971 0.237 0.1 0.1 0.1 0.13
H 1.727 0.747 -0.203 0.1 -0.2 -0.6 0.13
C -5.381 5.026 4.575 0.0 1.1 -1.6 -0.08
C -5.156 4.543 5.965 -2.1 -1.5 -0.5 -0.23
O -4.006 4.911 6.691 1.4 2.3 1.0 0.04
C -3.775 6.226 6.984 -5.4 2.4 -4.3 -0.26
O -4.486 7.224 6.543 3.6 -5.1 2.5 0.09
C -2.594 6.502 7.827 2.7 -0.1 3.1 -0.46
F -1.895 7.530 7.349 -0.6 -0.2 0.2 0.17
F -3.051 6.822 9.119 0.7 -0.5 -2.1 0.11
F -1.662 5.483 7.989 -1.9 1.1 -0.4 0.12
H -4.681 4.640 3.834 0.7 0.3 0.3 0.08
H -5.492 6.107 4.483 0.4 0.0 0.1 0.07
H -6.297 4.656 4.114 -0.4 -0.4 0.8 0.08
H -5.149 3.460 5.843 0.7 -0.1 0.5 0.13
H -6.068 4.677 6.547 0.2 0.7 0.4 0.13
```
Positions in Å, forces in eV/Å.